(1)
C20H47B2Cl3F3ILiN2NaO25P2S | wB97M-V/def2-TZVPD

The geometry in XYZ format:
```
108
Properties=species:S:1:pos:R:3:forces:R:3
C 4.784 1.135 0.096 -0.155 -0.118 -1.177
C 4.296 0.269 -1.185 2.397 0.987 0.634
O 3.055 -0.475 -0.926 -1.537 1.155 -1.295
C 2.152 -0.193 -2.028 1.698 0.946 -2.873
O 2.784 -0.802 -3.203 -1.993 -0.912 1.538
B 2.619 -2.241 -3.202 0.025 -0.996 -0.284
O 1.529 -2.838 -3.933 2.336 2.254 0.635
O 3.599 -3.040 -2.506 -2.343 0.936 -0.427
O 0.837 -0.730 -1.949 1.442 0.060 1.780
C -0.117 -0.118 -1.059 -2.761 0.296 -0.284
C 0.359 0.857 0.105 0.095 -0.383 0.787
C 0.950 2.286 -0.184 0.873 0.896 0.488
C 0.177 3.267 -1.162 1.147 0.099 -0.252
Cl 0.859 4.962 -0.847 -0.772 -1.566 -0.123
C -1.327 0.452 -2.003 0.906 1.300 -1.086
C -0.718 0.737 -3.489 0.407 -0.227 -0.163
O -1.592 1.501 -4.339 -0.113 0.606 1.624
C -1.524 2.905 -4.090 2.532 2.862 -1.108
C -2.669 3.665 -3.269 0.178 -0.210 -0.593
O -0.550 3.543 -4.531 -3.436 -2.606 1.609
O -2.406 -0.494 -2.195 -0.636 1.461 0.420
C -3.701 0.093 -2.069 -1.962 -1.767 0.836
F -4.184 0.755 -3.228 1.332 -0.740 1.975
C -4.727 -1.148 -1.813 1.208 0.377 -0.965
P -6.331 -0.634 -0.973 -3.984 -0.027 -1.883
O -7.433 -0.374 -1.999 3.035 -0.577 2.753
O -6.806 -1.957 0.018 2.097 2.718 -0.577
O -6.146 0.732 0.028 1.113 -2.654 -0.959
P -0.771 -1.662 -0.053 1.467 -2.099 -1.618
O -1.123 -2.949 -1.160 0.646 2.788 0.754
I -2.826 -1.032 1.223 -0.588 0.241 0.257
H 5.832 1.519 -0.197 -1.550 -0.790 0.671
H 4.817 0.503 1.045 0.080 0.997 -1.132
H 4.151 2.090 0.214 0.796 -1.649 -0.002
H 5.102 -0.499 -1.482 -1.314 1.033 0.591
H 4.225 1.010 -2.057 -0.284 -1.332 1.100
H 2.099 0.926 -2.307 0.301 -1.629 0.926
H 1.222 -2.103 -4.522 0.015 -0.962 0.604
H 3.461 -2.958 -1.542 0.516 0.004 -0.782
H -0.535 0.989 0.829 1.193 -0.324 -1.312
H 1.147 0.278 0.751 -1.493 1.500 -1.029
H 1.039 2.839 0.828 -0.238 -1.044 -1.471
H 2.042 2.213 -0.552 -1.774 0.091 0.448
H 0.511 3.022 -2.230 -0.921 0.572 1.443
H -0.949 3.324 -1.031 1.534 -0.164 -0.130
H -1.796 1.396 -1.543 1.028 -1.308 -0.640
H -0.573 -0.278 -4.017 -0.361 1.573 0.957
H 0.294 1.259 -3.463 -1.228 -0.641 0.142
H -2.335 4.749 -3.129 -0.176 -1.685 -0.170
H -2.807 3.148 -2.263 -0.084 0.689 -1.331
H -3.660 3.700 -3.846 1.459 -0.434 0.873
H -3.791 0.748 -1.123 0.616 -0.215 -1.923
H -4.163 -1.992 -1.298 -0.895 1.161 -0.498
H -5.003 -1.509 -2.872 0.035 0.494 1.754
H -6.205 -1.895 0.797 -0.669 -0.448 -0.362
H -5.281 0.646 0.491 -0.663 0.288 -0.091
H -0.960 -2.621 -2.079 -0.391 -0.405 0.654
C -2.612 -5.038 4.659 -0.205 0.290 -0.209
C -4.035 -4.657 4.307 0.085 -1.027 0.321
O -4.038 -3.467 3.508 0.332 0.652 -0.414
H -2.120 -4.227 5.207 0.054 -0.200 0.325
H -2.589 -5.939 5.272 0.202 0.162 -0.018
H -2.023 -5.215 3.753 -0.028 -0.243 0.006
H -4.613 -4.459 5.210 -0.025 0.221 -0.228
H -4.529 -5.456 3.749 -0.036 0.081 0.082
H -3.530 -3.656 2.701 -0.959 -0.636 -0.467
Li -2.429 -2.599 3.658 0.677 0.597 0.643
C -3.683 0.814 6.133 -0.212 0.111 0.557
Cl -2.903 -0.161 4.879 0.201 0.128 -0.352
Cl -3.616 0.010 7.703 -0.088 0.132 -0.112
H -3.172 1.773 6.204 0.113 -0.237 -0.102
H -4.725 0.970 5.859 0.362 -0.253 -0.094
B 1.330 -8.531 6.296 1.268 -2.809 -0.106
O 1.065 -7.450 5.325 -0.633 1.248 0.396
C 0.506 -6.452 5.988 0.707 -0.168 -2.750
O 0.161 -5.403 5.480 -0.118 0.169 -0.125
C 0.374 -6.811 7.405 -0.209 -0.947 3.231
O -0.098 -6.114 8.273 0.037 0.063 -0.648
O 0.855 -8.032 7.599 -0.358 1.033 -0.477
F 2.730 -8.806 6.353 -1.324 0.387 -0.129
F 0.612 -9.709 5.927 0.580 1.201 0.256
C 4.877 2.247 -4.447 0.213 0.803 -0.666
O 4.588 2.128 -3.258 -0.028 0.152 -0.014
N 5.309 3.408 -4.977 0.157 0.169 0.512
N 4.786 1.218 -5.325 -0.193 -0.901 0.010
H 5.549 3.525 -5.944 -0.122 -0.024 0.059
H 5.389 4.199 -4.353 -0.074 0.107 -0.088
H 4.466 0.333 -4.965 0.025 0.164 -0.097
H 5.016 1.292 -6.299 -0.035 0.084 0.089
C 8.023 5.821 -2.488 -0.206 -0.148 0.171
O 6.648 5.531 -2.689 -0.050 -0.175 -0.050
H 8.408 6.326 -3.374 -0.127 -0.044 0.057
H 8.139 6.476 -1.621 0.221 0.036 -0.049
H 8.577 4.892 -2.331 0.235 0.099 0.002
H 6.331 5.087 -1.893 -0.143 0.159 -0.236
O 0.608 -3.792 3.127 -0.142 0.256 -0.453
H 0.395 -4.621 3.586 0.149 -0.071 0.497
H 1.571 -3.796 3.082 -0.143 -0.133 0.234
O -6.725 2.034 5.957 0.156 -0.073 -0.094
H -6.502 2.871 6.452 -0.035 0.261 0.147
H -7.321 2.220 5.178 -0.190 0.056 -0.228
H -7.120 1.347 6.562 -0.193 -0.133 0.167
O 2.543 8.102 -3.536 0.167 -0.059 -0.144
S 1.812 6.874 -3.899 0.056 -0.084 0.024
O 2.579 5.695 -3.450 0.105 -0.089 0.214
O 1.639 6.823 -5.363 -0.115 0.226 -0.020
O 0.488 6.875 -3.248 -0.211 -0.174 -0.089
Na 2.073 -1.477 0.591 -0.090 -0.886 0.746
```
Positions in Å, forces in eV/Å.

Results
HOMO energy = -0.183 Eh
Largest force on an atom = 4.60 eV/A
Frontier orbital gap = 1.104 eV

Mulliken atomic charge list, values in e, 4 entries: -1.041, -0.278, -0.132, -0.466

---

(2)
H2NO3S3 | wB97M-V/def2-TZVPD

The geometry in XYZ format:
```
9
Properties=species:S:1:pos:R:3:forces:R:3
N 0.828 -1.008 -1.384 -0.664 0.280 0.168
S 0.523 0.675 -1.611 1.585 -1.151 -0.054
O -0.555 1.201 -0.481 0.474 -0.535 0.361
S -0.397 0.639 1.090 0.161 0.332 1.330
O 0.926 0.036 1.305 -1.114 0.654 -0.810
O -0.662 1.843 1.836 0.352 0.251 0.062
S -1.897 -0.582 1.215 -0.149 -0.766 -0.100
H -0.115 -1.384 -1.412 0.300 -0.743 0.042
H 1.348 -1.422 -0.558 -0.945 1.677 -0.999
```
Positions in Å, forces in eV/Å.

Results
HOMO energy = -0.163 Eh
Largest force on an atom = 2.17 eV/A
Frontier orbital gap = 7.916 eV
Net charge = -1
Energy relative to the best compared isomer or geometry (same formula, charge and spin) = 0.0000 eV

Mulliken atomic charge list, values in e, 4 entries: -0.569, 0.081, -0.303, 0.971

---

(3)
C15H32N2O5P2Ru | wB97M-V/def2-TZVPD

The geometry in XYZ format:
```
57
Properties=species:S:1:pos:R:3:forces:R:3
O -2.062 -3.111 -0.977 0.735 -1.255 0.159
H -2.548 -3.778 -1.500 0.322 0.409 0.358
Ru 0.232 -0.036 -0.393 0.608 -0.898 -1.397
N 1.718 0.309 -1.841 0.750 0.242 0.393
N -0.573 -0.736 -2.227 -0.140 -0.219 -0.709
O 2.900 1.062 -1.848 1.026 0.451 1.832
O -1.905 -1.046 -2.449 -0.645 -0.767 0.364
C 1.407 0.058 -3.106 -0.465 0.413 -0.292
C 0.120 -0.494 -3.349 0.550 0.489 0.048
C 2.426 0.597 -4.018 -0.390 -0.560 -2.196
C -0.500 -0.656 -4.687 0.139 0.110 -0.633
H 3.347 0.022 -3.913 0.063 0.078 -0.130
H 2.671 1.635 -3.804 -0.192 -0.102 -0.188
H 2.069 0.510 -5.037 0.161 -0.016 -0.359
H -1.581 -0.523 -4.624 0.196 -0.082 -0.002
H -0.297 -1.648 -5.109 -0.102 0.108 0.058
H -0.102 0.085 -5.389 -0.020 -0.183 0.084
H 3.139 1.268 -0.923 -0.459 -0.525 -0.621
H -2.074 -1.825 -1.819 0.158 1.030 -0.827
O -0.601 2.200 -0.769 -0.124 0.442 -0.477
H 0.048 2.786 -1.204 -0.409 -0.330 0.108
H -1.394 2.196 -1.338 0.427 0.047 0.192
C -0.652 -3.558 -0.865 -0.871 -0.405 -0.242
H -0.248 -3.115 0.051 -0.122 -0.179 -0.338
H -0.076 -3.210 -1.734 -0.230 -0.100 0.314
H -0.636 -4.666 -0.811 0.089 0.680 0.081
O 2.130 -2.273 0.201 0.075 -0.204 0.152
H 2.681 -2.620 -0.517 -0.139 0.115 0.202
H 2.303 -2.835 0.974 0.031 0.153 -0.385
C -1.449 -1.823 2.124 -0.250 -0.036 0.236
P -1.439 -0.312 1.087 -2.730 -0.168 1.673
C -3.146 -0.181 0.462 -0.440 0.012 0.273
C -1.306 1.060 2.326 0.357 -0.370 -0.586
C -2.364 1.594 3.053 0.105 0.172 0.168
C -2.137 2.678 3.900 0.191 -0.115 -0.027
C -0.849 3.193 4.058 0.487 0.107 0.003
C 0.225 2.648 3.349 -0.349 -0.210 -0.082
C -0.019 1.596 2.461 0.498 0.058 -0.167
P 1.299 0.831 1.410 0.999 1.031 2.072
C 2.505 2.144 1.082 0.116 0.474 0.540
C 2.140 -0.271 2.589 0.259 0.192 0.249
H -1.839 -2.668 1.540 0.089 0.267 0.154
H -2.100 -1.643 2.989 0.145 -0.204 -0.113
H -0.439 -2.064 2.482 -0.301 0.094 -0.098
H -3.832 0.196 1.231 0.004 -0.245 -0.231
H -3.184 0.503 -0.397 0.079 -0.248 0.218
H -3.466 -1.177 0.128 0.035 0.322 0.063
H -3.358 1.167 2.959 0.089 0.173 0.073
H -2.960 3.118 4.450 0.045 -0.056 -0.024
H -0.647 4.028 4.737 -0.266 -0.321 -0.234
H 1.246 3.023 3.471 -0.496 0.028 0.095
H 2.513 2.868 1.902 0.301 0.058 -0.211
H 3.500 1.681 1.013 -0.155 0.229 -0.053
H 2.243 2.667 0.150 0.159 -0.114 0.363
H 2.314 0.279 3.521 0.049 -0.265 -0.054
H 1.507 -1.143 2.788 0.218 0.213 0.017
H 3.098 -0.590 2.159 -0.259 -0.019 0.132
```
Positions in Å, forces in eV/Å.

Results
HOMO energy (spin up / spin down) = -0.274 / -0.398 Eh
Largest force on an atom = 3.21 eV/A
2S+1 = 6
Frontier orbital gap (spin up / spin down) = 5.300 / 6.614 eV
Net charge = +1
Energy relative to the best compared isomer or geometry (same formula, charge and spin) = 0.0064 eV

Mulliken atomic charge list, values in e, 4 entries: -0.559, 0.330, -0.215, 0.582